{"formula": "C16H30CuN5OSSe", "method": "the ωB97M-V functional and the def2-TZVPD basis", "total_energy_ha": -5415.81047, "homo_lumo_gap_ev": [8.01, 5.70], "charge": 3, "e_above_lowest_ev": 0.433, "multiplicity": 2, "e_lumo_ev": [-9.20, -11.50], "symbols": ["Se", "Cu", "S", "O", "N", "N", "N", "N", "N", "C", "C", "C", "C", "C", "C", "C", "C", "C", "C", "C", "C", "C", "C", "C", "C", "H", "H", "H", "H", "H", "H", "H", "H", "H", "H", "H", "H", "H", "H", "H", "H", "H", "H", "H", "H", "H", "H", "H", "H", "H", "H", "H", "H", "H", "H"], "positions_angstrom": [[0.65, 3.42, -1.08], [-0.02, 0.43, 0.64], [-3.09, -0.58, 0.87], [-1.65, -0.49, 0.26], [0.10, 4.91, -0.39], [-0.13, 2.42, 0.22], [0.36, -0.17, 2.59], [1.29, -2.94, 0.87], [1.97, 0.08, -0.06], [-1.59, 2.91, 2.14], [1.75, -0.47, 3.07], [-2.89, -3.18, -0.27], [-4.17, 0.16, -0.36], [3.48, -1.66, 0.97], [2.09, -1.96, 3.06], [3.10, -0.18, 0.90], [2.51, -2.57, 1.72], [-0.63, 4.66, 0.68], [2.77, 0.37, 2.29], [-0.78, 3.26, 1.03], [-2.00, 5.30, 2.53], [-4.49, -0.65, -1.60], [-3.51, -2.34, 0.85], [-2.17, 3.91, 2.86], [-1.26, 5.68, 1.47], [-0.31, -0.83, 2.99], [2.08, 1.05, -0.37], [-1.78, 1.87, 2.38], [-5.08, -0.02, -2.27], [4.42, -1.71, 1.52], [0.10, 0.74, 2.99], [-1.93, -2.78, -0.59], [0.65, -3.54, 1.39], [1.80, -0.16, 4.12], [-5.10, -1.52, -1.38], [3.69, 0.43, 2.87], [0.77, -2.11, 0.57], [3.70, -2.06, -0.03], [-2.80, 3.65, 3.70], [1.30, -2.55, 3.53], [-5.05, 0.43, 0.22], [1.58, -3.46, 0.03], [-1.12, 6.72, 1.21], [2.41, 1.40, 2.20], [-3.53, -3.21, -1.15], [-2.77, -4.20, 0.08], [2.96, -2.08, 3.72], [-3.63, 1.09, -0.61], [-3.60, -0.96, -2.14], [3.98, 0.34, 0.53], [2.11, -0.46, -0.91], [-3.18, -2.68, 1.84], [-4.60, -2.36, 0.86], [-2.49, 6.04, 3.14], [2.99, -3.54, 1.90]]}

{"formula": "C16H30FN2O5S", "method": "the ωB97M-V functional and the def2-TZVPD basis", "total_energy_ha": -1610.86259, "homo_lumo_gap_ev": 8.37, "charge": 1, "e_above_lowest_ev": 1.773, "multiplicity": 1, "e_lumo_ev": -3.09, "symbols": ["S", "F", "O", "O", "O", "O", "O", "N", "N", "C", "C", "C", "C", "C", "C", "C", "C", "C", "C", "C", "C", "C", "C", "C", "C", "H", "H", "H", "H", "H", "H", "H", "H", "H", "H", "H", "H", "H", "H", "H", "H", "H", "H", "H", "H", "H", "H", "H", "H", "H", "H", "H", "H", "H", "H"], "positions_angstrom": [[1.61, -1.43, 3.78], [-5.14, -1.25, -4.07], [2.89, 1.01, -3.97], [1.55, -0.12, 4.17], [2.67, -2.32, 4.32], [0.60, 0.63, -0.47], [-2.13, 3.44, 1.91], [-0.03, 2.66, 0.93], [2.97, 1.17, -1.59], [-4.69, -2.08, -2.03], [-1.60, 2.94, 0.97], [-2.64, -1.58, -0.91], [3.71, -0.86, -3.01], [3.03, 2.68, -1.59], [0.61, 2.49, 2.25], [0.36, -2.17, 1.63], [-2.35, 2.57, -0.32], [1.65, -1.48, 2.07], [-0.63, -2.01, 2.72], [-3.92, -2.26, -0.90], [-4.36, -1.27, -3.03], [-3.12, -0.70, -3.09], [-2.23, -0.92, -2.09], [-0.02, -2.18, 4.00], [3.21, 0.55, -2.94], [2.48, 3.22, -2.55], [-1.46, -2.57, 2.46], [1.67, -0.43, 1.63], [2.13, 0.83, -1.17], [-1.26, -0.47, -2.10], [-1.98, -1.67, -0.19], [0.17, -1.88, 0.67], [2.35, 3.06, -0.76], [0.60, 3.32, 2.76], [-3.37, 2.68, -0.29], [0.22, -3.03, 4.15], [-0.84, -1.11, 2.67], [-0.05, 2.02, 2.95], [3.36, -1.59, -2.25], [-5.82, -2.38, -2.08], [0.43, 3.11, 0.22], [-1.76, 3.11, -0.86], [-2.81, -0.22, -4.07], [0.23, 1.71, 0.34], [4.81, -0.93, -3.02], [3.63, 0.87, -0.94], [-4.44, -2.98, -0.10], [0.26, -3.20, 1.46], [2.58, -2.09, 1.87], [1.45, 1.70, 2.22], [3.46, -1.25, -3.87], [-0.50, -1.58, 4.76], [-2.28, 1.50, -0.49], [0.65, -0.39, -0.58], [4.10, 3.13, -1.58]]}